(1)
A molecular structure, C67H67Ge2N7O4PbS7 at a distorted geometry, computed with ωB97M-V/def2-TZVPD.

Output
- total charge = -2
- E_tot (eV) = -283324.7729
- HOMO level (eV) = -3.021

The geometry in XYZ format:
```
155
C67H67Ge2N7O4PbS7 ωB97M-V/def2-TZVPD
Pb 0.9470 0.5010 0.3591
N 1.6144 -0.2538 8.1747
C 0.6531 0.0447 7.1925
C -0.5970 -0.5711 7.2173
C -1.5500 -0.2465 6.2659
C -1.2714 0.7141 5.3119
C -0.0348 1.3398 5.2754
C 0.9247 1.0004 6.2138
S -2.4112 1.0003 3.9686
O -3.6015 0.2072 4.2107
O -2.6271 2.4181 3.8728
N -1.5874 0.5269 2.6617
C -1.4170 -0.7692 2.4484
N -0.9410 -1.1518 1.2086
C -1.0470 -2.4353 0.8916
C -1.4799 -3.4083 1.7757
C -1.6955 -2.9630 3.0731
N -1.6738 -1.6977 3.4156
H 1.5192 -1.1756 8.5690
H 2.5587 -0.0646 7.8781
H -0.8023 -1.3309 7.9643
H -2.5118 -0.7389 6.2232
H 0.1597 2.0805 4.5076
H 1.9048 1.4641 6.1837
H -0.7409 -2.6992 -0.1131
H -1.5557 -4.4481 1.4940
H -1.8809 -3.6675 3.8831
C 8.1174 -1.8662 0.8948
C 7.0978 -2.5524 0.0252
C 5.9827 -3.1640 0.5805
C 5.0238 -3.7871 -0.2099
C 3.8421 -4.4654 0.4254
C 5.1794 -3.7712 -1.6013
C 6.3168 -3.1911 -2.1760
C 6.5183 -3.2150 -3.6656
C 7.2547 -2.5838 -1.3532
C 4.2123 -4.4798 -2.4870
C 4.4452 -5.8342 -2.7236
C 3.6291 -6.5617 -3.5720
C 2.5551 -5.9341 -4.1795
C 2.2941 -4.5869 -3.9431
C 3.1322 -3.8392 -3.1100
Ge 2.6925 -1.9082 -2.6748
S 1.6192 -1.8930 -0.7904
S 4.4419 -0.4470 -2.7019
Ge 2.7694 0.9944 -3.3681
S 1.8729 1.9903 -1.6606
S 1.6168 -0.7507 -4.3254
C 3.3182 2.3202 -4.8097
C 4.5758 2.2179 -5.4299
C 4.9413 3.0948 -6.4518
C 4.0830 4.0870 -6.8695
C 2.8539 4.2153 -6.2559
C 2.4526 3.3523 -5.2362
C 1.0652 3.6127 -4.7576
C 0.7912 4.5797 -3.7891
C 1.8825 5.2750 -3.0174
C -0.5359 4.8917 -3.5114
C -1.5868 4.2714 -4.1651
C -3.0163 4.6674 -3.9189
C -1.2929 3.2901 -5.1001
C 0.0143 2.9538 -5.4093
C 0.2800 1.8807 -6.4334
C 5.6491 1.2370 -5.0983
C 5.8134 0.0933 -5.8848
C 4.7205 -0.3429 -6.8199
C 6.9815 -0.6496 -5.7570
C 7.9728 -0.2900 -4.8555
C 9.2869 -1.0232 -4.8063
C 7.7432 0.7890 -4.0126
C 6.5954 1.5608 -4.1199
C 6.3368 2.7065 -3.1808
C 1.0897 -3.9840 -4.5815
C 1.1691 -3.4595 -5.8733
C 2.4802 -3.4725 -6.6112
C 0.0344 -2.8981 -6.4452
C -1.1701 -2.8498 -5.7600
C -2.3757 -2.1672 -6.3483
C -1.2425 -3.4197 -4.4951
C -0.1296 -3.9902 -3.8923
C -0.2286 -4.6064 -2.5234
H 8.0231 -2.1840 1.9331
H 7.9757 -0.7838 0.8583
H 9.1318 -2.0801 0.5540
H 5.8560 -3.1624 1.6581
H 4.0219 -4.6489 1.4849
H 3.6228 -5.4111 -0.0714
H 2.9594 -3.8301 0.3278
H 6.0571 -4.0940 -4.1141
H 7.5800 -3.2016 -3.9132
H 6.0573 -2.3303 -4.1067
H 8.1294 -2.1216 -1.8015
H 5.2972 -6.3052 -2.2460
H 3.8344 -7.6081 -3.7649
H 1.9061 -6.4830 -4.8532
H 5.9124 2.9711 -6.9179
H 4.3682 4.7515 -7.6769
H 2.1715 4.9930 -6.5785
H 2.8680 4.9221 -3.3140
H 1.7591 5.0666 -1.9530
H 1.8340 6.3582 -3.1625
H -0.7596 5.6156 -2.7438
H -3.1113 5.2856 -3.0287
H -3.6332 3.7791 -3.7808
H -3.4022 5.2238 -4.7791
H -2.1071 2.7793 -5.6058
H -0.6269 1.6710 -7.0017
H 0.5847 0.9574 -5.9367
H 1.0715 2.1664 -7.1282
H 3.8777 -0.7286 -6.2394
H 5.0667 -1.1279 -7.4936
H 4.3443 0.4953 -7.4077
H 7.1231 -1.5259 -6.3824
H 9.2344 -1.9716 -5.3415
H 9.5927 -1.2200 -3.7771
H 10.0730 -0.4206 -5.2693
H 8.4845 1.0435 -3.2610
H 7.2098 2.9160 -2.5632
H 5.5058 2.4509 -2.5174
H 6.0549 3.6072 -3.7275
H 2.9226 -4.4699 -6.6067
H 3.1853 -2.7991 -6.1167
H 2.3521 -3.1436 -7.6425
H 0.1022 -2.4607 -7.4362
H -2.2595 -2.0069 -7.4201
H -2.5093 -1.1924 -5.8739
H -3.2806 -2.7513 -6.1746
H -2.1849 -3.4004 -3.9572
H -1.2539 -4.5670 -2.1558
H 0.4119 -4.0683 -1.8202
H 0.1019 -5.6472 -2.5395
N -1.2652 9.9167 0.1521
C -0.8296 8.6747 0.6377
C 0.3892 8.1551 0.2020
C 0.8396 6.9384 0.6826
C 0.0786 6.2288 1.5976
C -1.1036 6.7624 2.0816
C -1.5604 7.9776 1.5977
S 0.7203 4.6535 2.1794
O 0.1341 4.4354 3.4791
O 2.1556 4.8280 2.1509
N 0.3902 3.4886 1.1302
C -0.8029 3.0730 0.7181
S -2.3642 3.8648 0.9476
C -3.1550 2.5742 0.0944
C -2.2471 1.6515 -0.2719
N -0.9495 1.9399 0.0436
H -0.9390 10.1105 -0.7814
H -2.2548 10.0772 0.2499
H 0.9696 8.7043 -0.5315
H 1.7770 6.5114 0.3521
H -1.6609 6.2101 2.8266
H -2.5002 8.3865 1.9528
H -4.2266 2.5643 -0.0064
H -2.4493 0.7146 -0.7708
```

Atomic partial charges in e from the Mulliken method, atoms 1 to 2: number 1, Pb, carries 0.6299; number 2, N, carries -0.6318

***

(2)
A single C13H11ClN4 molecule at a distorted geometry, computed with ωB97M-V/def2-TZVPD.

Output
- E_tot (eV) = -32139.4112
- ΔE to the lowest compared entry with this formula, charge and spin (kJ/mol) = 122.0
- structure (SMILES) = Clc1ccc(N2N=NC[C@H]2c2ccncc2)cc1
- HOMO level (eV) = -8.887

The geometry in XYZ format:
```
29
C13H11ClN4 ωB97M-V/def2-TZVPD
Cl -2.0035 1.4429 4.6729
N -1.0353 -0.0974 -2.0160
N -0.1777 0.0145 -2.9374
N 3.1254 2.4297 1.7946
C 2.7869 2.7416 0.5412
C 2.9412 1.1092 2.0624
C -1.4323 -0.4947 2.7666
C -1.5054 1.6878 1.9522
C -1.0413 -1.0000 1.5092
C -1.2463 1.1802 0.6476
C 2.0761 1.8703 -0.3465
C 2.3483 0.1468 1.1692
C -1.6176 0.8688 3.0326
C -0.8896 -0.1057 0.4202
C 1.8439 0.5159 -0.0546
N -0.3684 -0.4144 -0.8049
C 1.1482 -0.5178 -2.4568
C 1.0773 -0.5838 -0.9030
H 2.9035 3.7853 0.3635
H 3.1329 0.8368 3.0252
H -1.6395 -1.2689 3.4704
H -1.7909 2.7420 2.1266
H -0.7616 -2.0603 1.4028
H -1.3539 1.8973 -0.1251
H 1.8623 2.2913 -1.3336
H 2.3425 -0.8398 1.5322
H 1.9348 0.2198 -2.7442
H 1.2383 -1.4915 -2.9083
H 1.4477 -1.5596 -0.5130
```

Atomic partial charges in e from the Mulliken method, atoms 1 to 2: number 1, Cl, carries -0.2081; number 2, N, carries -0.2822

***

(3)
A single C8H8BNO molecule at a distorted geometry, computed with ωB97M-V/def2-TZVPD.

Output
- E_tot (eV) = -12639.1112
- ΔE to the lowest compared entry with this formula, charge and spin (kJ/mol) = 50.5
- structure (SMILES) = Nc1ccccc1/C=C\B=O
- HOMO level (eV) = -8.403

The geometry in XYZ format:
```
19
C8H8BNO ωB97M-V/def2-TZVPD
B 1.8487 -1.9232 1.5709
C -0.0527 1.8670 -1.4196
C -0.5479 0.8481 -2.2317
C 0.0286 1.6848 -0.0095
C -0.9243 -0.4070 -1.6511
C -0.3003 0.4423 0.5776
C -0.7210 -0.5996 -0.2322
C 1.0129 -0.9058 2.3524
C 0.2372 0.1019 1.9573
N -1.0205 -1.8678 0.3861
O 2.6550 -2.7189 1.1065
H 0.5229 2.6963 -1.8382
H -0.6181 0.8741 -3.2945
H 0.3867 2.5251 0.4566
H -1.2199 -1.1965 -2.3499
H 1.0525 -0.9493 3.3801
H -0.2009 0.6105 2.7688
H -1.6416 -2.5297 0.0474
H -1.1052 -1.6813 1.2420
```

Atomic partial charges in e from the Mulliken method, atoms 1 to 2: number 1, B, carries 0.3731; number 2, C, carries -0.6089

***

(4)
A molecular structure, C33H25Br2F6FeN4O3Sb at a distorted geometry, computed with ωB97M-V/def2-TZVPD.

Output
- total charge = +1
- spin multiplicity = 2
- expectation value of S² = 0.780
- E_tot (eV) = -244040.2132
- HOMO level (spin up / spin down) (eV) = -10.495 / -11.140

The geometry in XYZ format:
```
75
C33H25Br2F6FeN4O3Sb ωB97M-V/def2-TZVPD
Fe 0.8614 -0.0054 -0.1569
C 1.8762 -4.1202 -0.8106
O 0.4284 -3.9330 -0.6633
C 0.2575 -2.6335 -0.5216
N 1.2760 -1.8742 -0.5053
C 2.4734 -2.6866 -0.7580
C 3.1517 -2.3017 -2.0522
C 4.4958 -2.6042 -2.2288
C 5.1243 -2.3179 -3.4302
C 4.4163 -1.7195 -4.4629
C 3.0746 -1.4142 -4.2911
C 2.4439 -1.7096 -3.0911
C -1.0888 -2.0523 -0.3987
C -2.1893 -2.8662 -0.2403
C -3.4292 -2.2693 -0.0911
C -3.4886 -0.8930 -0.1121
C -2.3245 -0.1463 -0.2955
N -1.1159 -0.6987 -0.4428
C -2.4661 1.3232 -0.3028
N -1.7271 2.1527 -0.8965
C -2.2118 3.4850 -0.5018
C -3.5408 3.1979 0.2294
O -3.5227 1.7689 0.4220
C -1.1854 4.1721 0.3737
C -0.8200 5.4341 0.0642
C -0.0421 6.3777 0.8433
C 0.9245 6.0878 1.7142
C 1.5376 4.7131 1.8914
C -0.8029 3.5138 1.6031
H 2.0336 -4.5972 -1.7744
H 2.2083 -4.7686 -0.0046
H 3.1606 -2.5606 0.0794
H 5.0615 -3.0368 -1.4134
H 6.1734 -2.5493 -3.5541
H 4.9097 -1.4901 -5.3973
H 2.5158 -0.9503 -5.0931
H 1.3906 -1.4756 -2.9755
H -2.0551 -3.9381 -0.2236
H -4.3227 -2.8619 0.0450
H -4.4244 -0.3703 0.0097
H -2.3754 4.0845 -1.3960
H -4.4145 3.4592 -0.3659
H -3.6136 3.6698 1.2075
H -1.2723 5.8496 -0.8316
H -0.2689 7.4225 0.6681
H 1.4363 6.9028 2.2109
H 2.2274 4.7493 2.7359
H -1.5180 2.8665 2.0978
C 1.3697 2.2501 -2.1122
C 1.3917 2.7502 -0.6998
C 2.2231 3.9113 -0.4586
C 2.3824 4.6166 0.6587
C 0.5337 3.6064 2.2322
C 0.3718 3.5007 3.7213
Br 0.1391 5.0989 4.6685
C 0.2644 2.3280 4.3912
C 0.2761 1.1064 3.7035
Br 0.1351 -0.4878 4.6452
C 0.3964 1.0499 2.2882
O 0.4254 -0.0613 1.7000
C 0.6080 2.2928 1.5320
N 0.8285 2.0012 0.1875
H 1.0460 3.0493 -2.7806
H 0.6660 1.4231 -2.2275
H 2.3709 1.9398 -2.4172
H 2.8853 4.1424 -1.2848
H 3.1823 5.3491 0.6584
H 0.1374 2.3228 5.4649
F 3.3673 -0.7493 1.9119
Sb 4.2867 0.6094 0.9979
F 5.1672 -0.7024 -0.0061
F 5.6547 0.7798 2.2479
F 4.9164 1.9756 -0.1160
F 3.2020 1.8663 1.9097
F 2.7906 0.4737 -0.3460
```

Atomic partial charges in e from the Mulliken method, atoms 1 to 2: number 1, Fe, carries -0.3046; number 2, C, carries -0.5626

***

> Which of these has the highest E_tot?

C8H8BNO